Formula: C26H66F2N9O18S2
Source: OMol25
Level of theory: the ωB97M-V functional and the def2-TZVPD basis

Results
Energy in eV: -105344.22122
HOMO level in eV: -12.921
LUMO energy in eV: -9.590
Relative energy (zero: lowest compared OMol25 entry of this formula, charge and spin) in kcal per mole: 126.53

```
! wB97M-V def2-TZVPD RIJCOSX def2/J DEFGRID3
* xyz 5 1
N 0.726 -0.363 -0.668
S 0.658 0.098 0.763
O -0.535 -0.307 1.613
O 1.544 1.220 1.135
F 1.644 -1.121 1.108
S -0.475 0.759 -1.087
O -0.068 2.159 -1.112
O -1.817 0.480 -0.621
F -0.403 0.497 -2.728
C 6.174 -0.333 -2.565
C 4.903 0.049 -3.284
O 4.480 -0.519 -4.316
N 4.057 1.065 -2.530
H 3.281 0.604 -2.079
H 4.620 1.488 -1.806
C 3.654 2.133 -3.657
H 6.779 -0.804 -3.340
H 5.962 -1.096 -1.816
H 6.641 0.543 -2.116
H 3.903 3.156 -3.377
H 2.589 1.947 -3.790
H 4.321 1.986 -4.507
C 7.293 -7.176 2.777
C 6.058 -6.659 2.189
O 5.757 -6.754 0.965
N 5.238 -5.688 3.032
H 4.312 -5.851 2.662
H 5.147 -5.998 3.989
C 5.726 -4.229 2.912
H 7.927 -6.342 3.075
H 8.032 -7.697 2.167
H 7.188 -7.690 3.732
H 6.667 -4.213 3.462
H 4.919 -3.511 3.060
H 5.959 -4.003 1.872
C -2.223 -4.422 -1.648
C -0.814 -4.591 -2.246
O -0.671 -5.060 -3.348
N 0.392 -4.314 -1.317
H 0.645 -3.336 -1.334
H 0.174 -4.399 -0.335
C 1.671 -5.068 -1.865
H -2.443 -5.345 -1.112
H -2.883 -4.207 -2.488
H -2.248 -3.616 -0.914
H 2.508 -4.866 -1.197
H 1.961 -4.773 -2.874
H 1.404 -6.124 -1.833
C 2.916 7.090 -0.389
C 2.895 8.551 -0.656
O 2.440 9.183 -1.601
N 3.335 9.469 0.515
H 2.694 10.247 0.460
H 3.146 9.070 1.423
C 4.909 9.931 0.347
H 3.972 6.825 -0.333
H 2.485 6.490 -1.190
H 2.282 6.858 0.466
H 5.537 9.042 0.291
H 5.297 10.564 1.144
H 4.990 10.577 -0.527
C -6.869 -1.460 -1.202
C -8.082 -0.863 -1.908
O -9.037 -1.599 -2.251
N -8.105 0.615 -2.303
H -8.606 0.628 -3.180
H -8.727 1.135 -1.702
C -6.714 1.330 -2.364
H -6.552 -1.141 -0.209
H -6.013 -1.215 -1.831
H -6.872 -2.549 -1.232
H -7.033 2.363 -2.500
H -6.138 1.006 -3.230
H -6.125 1.030 -1.497
C -4.983 2.152 2.935
C -5.798 2.641 4.102
O -6.035 3.821 4.392
N -6.333 1.518 5.050
H -7.338 1.447 4.987
H -6.127 0.594 4.698
C -5.856 1.560 6.515
H -4.120 1.687 3.412
H -4.699 2.994 2.303
H -5.636 1.448 2.420
H -4.775 1.437 6.454
H -6.320 0.696 6.991
H -6.154 2.519 6.940
C 2.206 0.114 5.919
C 1.505 -1.227 6.133
O 2.023 -2.326 6.319
N -0.110 -1.132 6.201
H -0.391 -0.182 6.399
H -0.608 -1.390 5.362
C -0.709 -1.947 7.338
H 2.406 0.639 6.853
H 1.578 0.898 5.495
H 3.064 -0.098 5.281
H -0.224 -1.906 8.314
H -0.753 -2.949 6.912
H -1.745 -1.611 7.371
C -0.437 -1.639 -6.849
C -0.016 -0.324 -7.579
O 1.053 0.199 -7.502
N -1.090 0.439 -8.313
H -0.653 0.860 -9.120
H -1.812 -0.116 -8.750
C -1.803 1.450 -7.357
H -1.209 -1.518 -6.089
H 0.445 -2.080 -6.383
H -0.693 -2.421 -7.564
H -1.057 2.081 -6.873
H -2.247 0.847 -6.565
H -2.664 1.991 -7.750
O -0.357 -6.022 4.578
C 0.015 -5.711 3.308
O -0.601 -4.833 2.623
O 0.947 -6.344 2.811
H 0.401 -6.591 4.732
O -2.278 6.215 -2.316
C -3.271 5.406 -2.711
O -4.423 5.842 -2.559
O -3.066 4.381 -3.380
H -1.609 5.604 -2.633
*
```

Formula: C42H51N4O3S5SiV
Source: OMol25
Level of theory: the ωB97M-V functional and the def2-TZVPD basis

Results
Energy in eV: -144226.27679
HOMO level (alpha / beta) in eV: -2.868 / -3.262
LUMO energy (alpha / beta) in eV: 2.272 / 2.257
⟨S²⟩: 0.845

```
! wB97M-V def2-TZVPD RIJCOSX def2/J DEFGRID3
* xyz -1 2
V -0.371 0.413 0.623
O 2.595 3.666 0.860
C 1.734 4.685 0.675
C 2.270 5.965 0.542
C 1.444 7.059 0.373
C 0.063 6.895 0.345
C -0.476 5.629 0.468
C 0.339 4.508 0.625
C -0.253 3.164 0.763
O 0.498 2.118 0.684
N -1.548 3.086 0.977
N -1.924 1.805 1.261
C -3.173 1.524 1.261
S -3.780 0.128 2.136
C -5.449 0.145 1.383
C -5.459 1.089 0.197
S -4.457 2.560 0.600
H 2.070 2.838 0.897
H 3.347 6.069 0.575
H 1.878 8.045 0.265
H -0.587 7.753 0.226
H -1.545 5.473 0.442
H -6.142 0.476 2.157
H -5.681 -0.874 1.076
H -6.467 1.427 -0.039
H -5.028 0.614 -0.684
C 5.262 -1.569 -0.659
C 5.738 -0.808 0.584
S 4.440 0.249 1.314
C 3.677 -0.843 2.555
C 3.453 -2.280 2.124
S 2.245 -2.417 0.748
C 2.744 -4.044 0.081
C 3.796 -3.970 -1.019
S 5.442 -3.386 -0.492
H 5.817 -1.269 -1.546
H 4.209 -1.375 -0.837
H 6.550 -0.130 0.327
H 6.099 -1.484 1.360
H 2.720 -0.366 2.756
H 4.291 -0.820 3.458
H 3.040 -2.840 2.966
H 4.379 -2.747 1.797
H 1.822 -4.452 -0.341
H 3.068 -4.678 0.907
H 3.467 -3.304 -1.818
H 3.966 -4.966 -1.432
C 0.191 -0.014 2.437
C 0.239 -0.055 3.658
C 0.308 -0.041 5.081
C 1.436 0.471 5.736
C 1.476 0.538 7.118
C 0.400 0.097 7.877
C -0.718 -0.421 7.237
C -0.767 -0.495 5.856
H 2.269 0.830 5.146
H 2.351 0.946 7.609
H 0.429 0.166 8.957
H -1.562 -0.766 7.824
H -1.643 -0.888 5.357
C -6.399 -0.624 -3.543
C -5.580 -1.898 -3.734
N -4.359 -1.910 -2.933
C -3.090 -1.752 -3.626
C -2.855 -0.332 -4.132
C -4.490 -2.112 -1.599
O -5.596 -2.259 -1.082
C -3.261 -2.214 -0.747
C -3.080 -3.407 -0.043
C -2.030 -3.455 0.870
C -1.239 -2.348 1.076
N -1.392 -1.177 0.394
C -2.407 -1.160 -0.513
H -7.283 -0.641 -4.182
H -5.804 0.257 -3.787
H -6.718 -0.556 -2.506
H -5.290 -2.018 -4.779
H -6.185 -2.757 -3.434
H -3.071 -2.452 -4.468
H -2.292 -2.031 -2.944
H -3.550 -0.073 -4.932
H -1.837 -0.247 -4.513
H -2.971 0.390 -3.323
H -3.746 -4.244 -0.195
H -1.839 -4.355 1.438
H -0.453 -2.353 1.813
H -2.537 -0.224 -1.054
C 0.391 -1.670 -2.387
Si 0.835 -0.012 -1.474
C -0.149 1.339 -2.479
C 2.564 0.360 -2.253
C 3.313 1.466 -1.843
C 4.510 1.804 -2.459
C 4.997 1.041 -3.511
C 4.278 -0.069 -3.931
C 3.080 -0.398 -3.308
H 0.184 -1.517 -3.452
H -0.482 -2.150 -1.939
H 1.206 -2.395 -2.306
H -0.142 1.152 -3.556
H 0.318 2.313 -2.309
H -1.198 1.434 -2.165
H 2.957 2.076 -1.023
H 5.061 2.674 -2.119
H 5.923 1.310 -4.005
H 4.644 -0.675 -4.752
H 2.533 -1.263 -3.665
*
```

Formula: C4H14O4
Source: OMol25
Level of theory: the ωB97M-V functional and the def2-TZVPD basis

Results
Energy in eV: -12563.81143
HOMO level in eV: -10.404
LUMO energy in eV: 0.648
SMILES: OCCCCO.O.O
Relative energy (zero: lowest compared OMol25 entry of this formula, charge and spin) in kcal per mole: 28.06

```
! wB97M-V def2-TZVPD RIJCOSX def2/J DEFGRID3
* xyz 0 1
O -1.742 1.375 -0.677
C -0.657 1.291 -1.613
C 0.694 1.231 -0.850
C 1.465 -0.032 -1.261
C 0.914 -1.186 -0.422
O -0.402 -1.662 -0.634
H -1.358 1.372 0.201
H -0.783 0.462 -2.346
H -0.675 2.237 -2.157
H 1.222 2.187 -1.061
H 0.652 1.324 0.240
H 2.550 0.072 -1.073
H 1.375 -0.258 -2.328
H 0.910 -0.817 0.643
H 1.546 -2.065 -0.250
H -1.046 -1.039 -0.976
O -0.811 -1.752 2.047
H -0.783 -2.221 1.181
H -1.005 -2.556 2.544
O -0.641 0.743 3.248
H -0.777 1.462 2.608
H -0.647 -0.168 2.937
*
```